Computed, not measured: C29H33N7O3SSn as an isolated structure, with the ωB97M-V functional and the def2-TZVPD basis.

Last column: Löwdin charge in e.
CARTESIAN COORDINATES (ANGSTROEM)
Sn -0.418 -0.306 -0.623  1.36
C 0.575 2.293 -4.255  -0.07
O -0.714 2.877 -4.078  -0.11
C -0.879 3.423 -2.822  -0.23
C -0.900 4.794 -2.690  0.00
C -1.065 5.389 -1.439  -0.10
C -1.172 4.580 -0.331  -0.06
C -1.130 3.184 -0.437  -0.15
C -1.298 2.424 0.784  -0.06
N -1.125 1.163 0.909  -0.11
N -1.518 0.605 2.120  0.07
C -1.931 -0.622 1.922  -0.51
O -1.931 -1.221 0.781  -0.25
C -2.415 -1.378 3.111  -0.16
C -2.897 -2.671 2.940  -0.04
C -3.338 -3.401 4.034  -0.08
C -3.296 -2.845 5.304  -0.09
C -2.814 -1.553 5.478  -0.08
C -2.376 -0.820 4.387  -0.03
C -1.025 2.568 -1.704  -0.29
O -1.060 1.271 -1.901  -0.30
H 0.655 2.010 -5.304  0.08
H 0.698 1.409 -3.626  0.05
H 1.360 3.021 -4.024  0.10
H -0.789 5.391 -3.587  0.12
H -1.101 6.466 -1.345  0.10
H -1.290 5.018 0.655  0.11
H -1.655 2.956 1.665  0.13
H -2.919 -3.088 1.943  0.11
H -3.714 -4.407 3.895  0.10
H -3.638 -3.415 6.158  0.10
H -2.780 -1.116 6.468  0.10
H -2.000 0.187 4.506  0.10
C 3.560 0.006 1.945  -0.05
C 2.694 -1.151 1.530  -0.30
C 3.030 -1.953 0.444  -0.07
C 2.242 -3.040 0.084  -0.10
C 1.109 -3.347 0.821  -0.11
C 0.763 -2.555 1.908  -0.10
C 1.541 -1.460 2.251  -0.06
H 4.293 0.248 1.174  0.07
H 4.107 -0.229 2.861  0.08
H 2.958 0.894 2.138  0.07
H 3.922 -1.723 -0.128  0.11
H 2.509 -3.639 -0.777  0.10
H 0.478 -4.178 0.534  0.11
H -0.128 -2.781 2.480  0.10
H 1.250 -0.837 3.090  0.12
C -1.160 -0.346 -6.469  -0.04
N -1.342 -0.726 -5.077  -0.19
C -2.498 -0.172 -4.373  -0.03
C -0.295 -1.126 -4.380  -0.31
N 0.627 -1.489 -3.780  0.15
H -2.049 -0.629 -7.033  0.09
H -0.302 -0.869 -6.882  0.09
H -1.011 0.733 -6.572  0.08
H -3.404 -0.481 -4.895  0.09
H -2.443 0.917 -4.324  0.08
H -2.521 -0.555 -3.357  0.08
C 2.957 5.557 -0.109  -0.09
C 3.357 4.305 0.671  -0.24
C 2.968 3.056 -0.050  -0.62
N 1.916 2.371 0.216  0.04
N 1.737 1.290 -0.606  -0.06
C 2.665 1.185 -1.520  -0.72
N 2.670 0.273 -2.515  0.11
S 3.869 2.430 -1.406  1.09
H 3.213 6.457 0.451  0.07
H 1.884 5.558 -0.301  0.07
H 3.471 5.602 -1.071  0.07
H 2.857 4.276 1.640  0.11
H 4.433 4.302 0.860  0.11
H 1.921 -0.406 -2.589  0.01
H 3.529 0.049 -2.982  0.10

Results
Maximum force (eV/A): 0.23
HOMO (eV): -7.5
Charge: 0
Orbital gap (Eh): 0.287